# C9H10N2

C9H10N2 as an isolated structure in a non-equilibrium geometry (the ωB97M-V functional and the def2-TZVPD basis, the Open Molecules 2025 dataset).

Results
Multiplicity: 1
HOMO-LUMO gap (eV): 8.22
Energy above the lowest of the compared OMol25 structures with the same formula, charge and spin (kJ/mol): 715.8

Last column: Löwdin charge in e.
Element x y z (Å)
C1 -2.8615 0.3508 -0.2841  -0.296
C2 -1.2763 0.4988 -0.0278  -0.270
C3 -0.3739 1.3928 0.0536  -0.117
C4 0.8681 0.8529 -0.0006  -0.143
C5 2.3580 1.3500 0.0345  -0.026
C6 3.3063 0.3519 0.0721  -0.107
C7 3.0982 -1.1198 -0.0812  -0.101
C8 1.8702 -1.5079 0.0380  -0.038
C9 0.6518 -0.6171 -0.1547  -0.180
H1 -3.3435 -0.7845 1.4140  0.162
H2 -4.5310 -0.8912 -0.2557  0.201
H3 -3.0592 0.5711 -1.1662  -0.006
H4 -3.1861 1.5972 0.3188  0.180
H5 -0.3970 2.5647 -0.1094  0.167
H6 2.4126 2.4556 0.2369  0.105
H7 4.5046 0.6456 -0.0457  0.141
H8 3.6943 -1.7749 0.0027  -0.010
H9 1.5636 -2.5724 0.0139  0.108
H10 -1.2495 -1.7934 -0.0866  0.256
N1 -3.3904 -0.8239 0.2555  -0.083
N2 -0.6592 -0.7461 -0.2278  0.057


# C9H10N2

An isolated molecule of C9H10N2 in a non-equilibrium geometry (the ωB97M-V functional and the def2-TZVPD basis, the Open Molecules 2025 dataset).

Results
Multiplicity: 1
HOMO-LUMO gap (eV): 9.49
Energy above the lowest of the compared OMol25 structures with the same formula, charge and spin (kJ/mol): 241.3

Last column: Löwdin charge in e.
Element x y z (Å)
C1 1.3051 1.0829 1.9840  -0.333
C2 -3.0535 1.1026 -0.4912  -0.088
C3 -2.6238 1.5786 0.7544  -0.070
C4 -2.1549 0.2797 -1.2481  -0.093
C5 -1.2934 1.3905 1.2142  -0.034
C6 -0.9805 -0.0651 -0.6455  -0.055
C7 -0.4945 0.5268 0.5481  -0.182
C8 2.5295 -0.8187 -0.4000  -0.037
C9 1.6305 -0.9593 0.8517  -0.194
N1 1.5486 1.7910 2.8603  0.168
N2 0.8416 0.2265 1.0996  -0.075
H1 -4.0140 1.3504 -1.0058  0.110
H2 -3.3508 2.2632 1.3143  0.126
H3 -2.2721 -0.2096 -2.2145  0.105
H4 -0.8520 1.7689 2.1033  0.089
H5 -0.2523 -0.8385 -1.1455  0.131
H6 3.0470 0.1470 -0.1933  0.108
H7 3.2521 -1.4993 -0.4059  0.028
H8 1.9898 -0.8541 -1.2161  0.007
H9 0.8840 -1.9267 0.6890  0.170
H10 2.0300 -1.1251 1.8612  0.119


# C9H10N2O

An isolated molecule of C9H10N2O in a non-equilibrium geometry (the ωB97M-V functional and the def2-TZVPD basis, the Open Molecules 2025 dataset).

Results
Multiplicity: 1
HOMO-LUMO gap (spin up / spin down) (eV): 7.19 / 6.45
Energy above the lowest of the compared OMol25 structures with the same formula, charge and spin (kJ/mol): 671.2

Last column: Löwdin charge in e.
Element x y z (Å)
C1 -1.0495 2.6232 -1.0278  0.197
C2 -1.2341 1.4539 -0.7171  -0.078
C3 1.1758 -2.3919 -0.8205  -0.154
C4 1.9566 -1.4435 -0.2133  -0.032
C5 -0.0048 -0.6398 -0.6255  -0.282
C6 1.4009 0.8273 0.7251  -0.081
C7 0.3139 0.9742 1.9310  -0.410
C8 -1.1717 0.1022 -0.5953  -0.172
C9 -2.4212 -0.6840 -0.8474  0.009
N1 -0.0424 -1.9554 -1.0654  0.115
N2 1.1742 -0.3216 -0.0976  -0.021
O1 -0.7720 0.3657 1.7023  -0.117
H1 -0.6080 3.5615 -1.1969  0.037
H2 1.4037 -3.4427 -1.0411  0.115
H3 3.0186 -1.5453 0.1497  0.139
H4 1.3954 1.7391 0.1335  0.094
H5 2.5596 0.7952 1.0794  0.163
H6 0.8387 0.6321 2.8444  0.115
H7 0.1631 2.0552 2.0503  0.095
H8 -2.0234 -1.7195 -1.0422  0.098
H9 -3.1799 -0.1888 -1.4040  0.088
H10 -2.8935 -0.7971 0.0781  0.082


# C9H10N2O

An isolated molecule of C9H10N2O in a non-equilibrium geometry (the ωB97M-V functional and the def2-TZVPD basis, the Open Molecules 2025 dataset).

Results
Multiplicity: 1
HOMO-LUMO gap (eV): 8.78
Energy above the lowest of the compared OMol25 structures with the same formula, charge and spin (kJ/mol): 84.5

Last column: Löwdin charge in e.
Element x y z (Å)
C1 0.7282 1.8136 2.5375  -0.021
C2 0.2327 1.1255 1.3341  -0.400
C3 -1.0404 0.3750 -0.1730  -0.212
C4 -2.1182 0.0459 -1.0606  0.040
C5 -1.9531 -0.9002 -2.0490  -0.294
C6 -0.7205 -1.6035 -2.1448  -0.024
C7 0.3094 -1.3768 -1.2385  -0.015
C8 0.1893 -0.3349 -0.3010  -0.166
C9 2.3528 -0.2330 0.9672  -0.005
H1 0.9799 1.1125 3.3478  0.089
H2 0.0310 2.6074 2.8265  0.086
H3 1.6897 2.3408 2.3217  0.089
H4 -3.0552 0.5866 -0.9660  0.114
H5 -3.6375 -0.5950 -2.8659  0.086
H6 -0.5625 -2.3511 -2.8405  0.085
H7 1.2776 -1.8989 -1.3994  0.115
H8 3.0057 -0.0766 0.0990  0.091
H9 2.4299 -1.3162 1.2747  0.106
H10 2.7527 0.3681 1.8316  0.089
N1 -0.9350 1.3240 0.8031  0.156
N2 0.9644 0.1977 0.7126  -0.039
O1 -2.9209 -1.2107 -3.0172  0.029


# C9H10N2O3

An isolated molecule of C9H10N2O3 in a non-equilibrium geometry (the ωB97M-V functional and the def2-TZVPD basis, the Open Molecules 2025 dataset).

Results
Multiplicity: 1
HOMO-LUMO gap (eV): 8.75
Energy above the lowest of the compared OMol25 structures with the same formula, charge and spin (kJ/mol): 419.1

Last column: Löwdin charge in e.
Element x y z (Å)
C1 -0.9544 2.0807 0.4240  -0.104
C2 -1.2395 0.7667 -0.1084  -0.171
C3 -2.8419 -0.5932 -0.9387  -0.132
C4 -1.9788 -1.7345 -1.0404  -0.031
C5 -0.6211 -1.4599 -0.8767  0.007
C6 -0.2559 -0.1879 -0.4327  -0.075
C7 1.2025 0.0189 -0.1762  -0.405
C8 3.0606 -1.0445 0.2693  -0.090
C9 2.4140 -0.5815 1.5970  -0.144
H1 -2.9897 2.4073 -0.3248  0.085
H2 -0.0763 2.1825 1.0167  0.096
H3 -3.8963 -0.8678 -1.2175  0.121
H4 -2.4297 -2.6976 -1.3018  0.104
H5 0.2622 -2.0590 -1.1863  0.134
H6 1.4513 0.9209 -0.8173  0.182
H7 3.8842 -0.3369 0.0163  0.137
H8 3.4953 -2.0344 0.3167  0.120
H9 3.0433 -0.0307 2.3169  0.137
H10 1.8413 -1.2934 2.1692  0.121
N1 -1.5694 3.2180 0.5216  -0.015
N2 -2.5382 0.6242 -0.5232  0.092
O1 -2.7189 3.3763 -0.1424  -0.056
O2 1.9511 -1.0332 -0.6867  -0.062
O3 1.5043 0.3592 1.1254  -0.052


# C9H10N2OS

An isolated molecule of C9H10N2OS in a non-equilibrium geometry (the ωB97M-V functional and the def2-TZVPD basis, the Open Molecules 2025 dataset).

Results
Multiplicity: 1
HOMO-LUMO gap (spin up / spin down) (eV): 7.50 / 7.50
Energy above the lowest of the compared OMol25 structures with the same formula, charge and spin (kJ/mol): 430.9

Last column: Löwdin charge in e.
Element x y z (Å)
C1 3.3510 1.7830 -0.1533  -0.015
C2 2.0454 2.2940 0.1311  0.010
C3 3.2485 0.3673 -0.2643  -0.029
C4 1.2149 1.2200 0.2915  -0.117
C5 -0.2609 1.1469 0.4888  -0.487
C6 1.4201 -1.1209 0.1761  -0.573
C7 -1.6757 -1.3446 -1.1575  -0.087
C8 -3.0136 -0.5474 0.7618  -0.089
C9 -1.5999 -1.0331 0.3795  -0.492
N1 1.9628 0.0496 0.0414  -0.098
N2 -0.5855 -0.1147 0.7352  0.094
O1 -0.9093 2.1796 0.6493  0.047
S1 1.4068 -2.6822 0.1492  0.854
H1 4.1736 2.3589 -0.3422  0.067
H2 1.7592 3.4139 0.1369  0.159
H3 3.8627 -0.4097 -0.6861  0.122
H4 -2.0308 -0.4511 -1.7891  0.109
H5 -0.7998 -1.7611 -1.6068  0.021
H6 -2.3569 -2.1266 -1.4340  0.057
H7 -2.7374 -0.0059 1.7309  0.101
H8 -3.6390 -1.4690 0.6506  0.085
H9 -3.3792 0.2849 0.0515  0.098
H10 -1.4569 -2.0318 1.0598  0.163


# C9H10N2OS2

C9H10N2OS2 as an isolated structure in a non-equilibrium geometry (the ωB97M-V functional and the def2-TZVPD basis, the Open Molecules 2025 dataset).

Results
Multiplicity: 1
HOMO-LUMO gap (eV): 8.24
Energy above the lowest of the compared OMol25 structures with the same formula, charge and spin (kJ/mol): 105.1

Last column: Löwdin charge in e.
Element x y z (Å)
C1 1.9571 -2.4718 0.4563  -0.089
C2 2.8188 -1.8631 -0.4502  -0.067
C3 0.6948 -2.0069 0.7195  -0.064
C4 2.2931 -0.7190 -1.0483  -0.135
C5 0.3216 -0.7899 0.2088  -0.310
C6 -2.5236 -0.8961 0.0930  -1.062
C7 -2.3957 1.7884 0.3392  -0.292
C8 -1.0050 1.2944 -0.0977  -0.688
C9 0.0381 2.2855 0.3734  -0.019
N1 1.0879 -0.2015 -0.7883  0.065
N2 -0.8202 -0.0314 0.5468  0.058
O1 -1.1248 1.1708 -1.4935  -0.031
S1 -2.7154 -2.4689 0.2509  0.702
S2 -3.4456 0.4052 -0.2800  0.983
H1 2.1813 -3.4424 0.9886  0.128
H2 3.8017 -2.2171 -0.6878  0.093
H3 0.2044 -2.4411 1.6128  0.117
H4 2.7266 -0.1393 -1.8980  0.122
H5 -2.3704 1.8290 1.4525  0.114
H6 -2.5667 2.6713 -0.1648  0.067
H7 0.0605 2.3934 1.5130  0.114
H8 0.0085 3.2332 -0.0221  0.046
H9 1.1031 1.8558 0.0990  0.114
H10 -0.3302 0.7617 -1.7230  0.033


# C9H10N2OSV

C9H10N2OSV as an isolated structure in a non-equilibrium geometry (the ωB97M-V functional and the def2-TZVPD basis, the Open Molecules 2025 dataset).

Results
Multiplicity: 1
HOMO-LUMO gap (eV): 5.33
Charge: +3

Last column: Löwdin charge in e.
Element x y z (Å)
C1 -1.8439 1.4558 0.8195  0.033
C2 -1.4378 1.7216 -0.6345  -0.309
O1 -2.4390 2.0976 -1.4344  0.135
C3 -0.7759 0.3065 -1.3646  0.012
C4 0.1500 -0.3981 -0.5685  -0.112
C5 0.0002 -1.8122 -0.2195  -0.116
C6 0.8920 -2.4858 0.6500  -0.131
C7 2.0238 -1.8001 1.2321  0.158
C8 2.2148 -0.4690 0.9113  -0.313
N1 3.2021 0.3196 1.3877  -0.126
S1 3.0061 1.7620 0.7891  1.311
N2 1.6510 1.5143 -0.1188  -0.098
C9 1.3125 0.2501 0.0344  -0.265
H1 -1.4148 0.5483 1.2398  0.085
H2 -2.9307 1.3915 0.9066  0.114
H3 -1.5306 2.3115 1.4222  0.119
H4 -0.6665 2.4837 -0.7548  0.153
H5 -3.2681 1.6069 -1.2968  0.165
H6 -1.5962 -0.3178 -1.7213  0.147
H7 -0.2720 0.7769 -2.2209  0.181
H8 -0.9256 -2.3090 -0.5261  0.152
H9 0.6657 -3.4968 0.9955  0.150
H10 2.6844 -2.3031 1.9361  0.175
V1 1.2986 -3.1543 -1.4640  1.378


# C9H10N2S2

A 2-piece molecular cluster, C9H10N2S2 overall in a non-equilibrium geometry (the ωB97M-V functional and the def2-TZVPD basis, the Open Molecules 2025 dataset).

Results
Multiplicity: 1
HOMO-LUMO gap (spin up / spin down) (eV): 5.40 / 5.40
Energy above the lowest of the compared OMol25 structures with the same formula, charge and spin (kJ/mol): 522.0

Last column: Löwdin charge in e.
Element x y z (Å)
C1 -0.2779 0.4585 1.0018  -0.316
C2 3.2271 -1.6847 0.7289  -0.038
C3 2.8501 -1.9548 -0.5723  -0.096
C4 3.3236 -0.2608 0.7901  -0.086
C5 2.5065 -0.8196 -1.1491  -0.118
C6 2.5506 1.5334 -0.5846  -0.571
C7 -1.7955 -0.8276 -0.3199  -0.111
C8 -2.3983 1.6195 0.4682  -0.112
C9 -1.3186 0.6123 -0.0071  -0.896
N1 0.4942 0.3138 1.8252  0.179
N2 2.8695 0.2526 -0.3749  -0.140
S1 2.4978 3.0690 -0.3495  0.887
S2 -0.4373 1.3719 -1.5046  0.458
H1 3.6706 -2.2544 1.5245  0.102
H2 2.5544 -2.9319 -1.0767  0.145
H3 3.6461 0.4254 1.6107  0.143
H4 2.0764 -0.5948 -2.1022  0.112
H5 -0.8444 -1.3418 -0.4125  0.055
H6 -2.3080 -1.1533 0.5983  0.082
H7 -2.4222 -0.8869 -1.3076  0.116
H8 -2.1748 2.5351 0.9834  0.079
H9 -2.8301 1.0990 1.2458  0.039
H10 -3.1933 1.7213 -0.2761  0.086


# C9H10N2SeV

C9H10N2SeV as an isolated structure in a non-equilibrium geometry (the ωB97M-V functional and the def2-TZVPD basis, the Open Molecules 2025 dataset).

Results
Multiplicity: 3
Expectation value of S²: 2.03
HOMO-LUMO gap (spin up / spin down) (eV): 5.30 / 7.25
Energy above the lowest of the compared OMol25 structures with the same formula, charge and spin (kJ/mol): 149.1
Charge: -1

Last column: Löwdin charge in e.
Element x y z (Å)
C1 0.9746 -1.1941 -1.2776  -0.171
C2 -0.4285 -1.0457 -1.4923  -0.197
C3 -1.1166 -1.6793 -0.4061  -0.183
C4 -0.1112 -2.2262 0.4884  -0.179
C5 1.1740 -1.8962 -0.0440  -0.185
V1 0.1069 0.0303 0.4079  0.472
C6 -1.4550 1.4755 -0.1108  -0.151
C7 -0.2353 1.7796 -0.7153  -0.355
C8 0.4545 2.4228 -1.6756  -0.038
N1 1.4799 0.9955 0.3556  -0.181
H1 -2.1949 -1.7694 -0.2892  0.101
H2 -0.8946 -0.5853 -2.3548  0.109
H3 -0.3195 -2.8194 1.3762  0.105
H4 2.1300 -2.1943 0.3648  0.099
H5 1.7502 -0.8700 -1.9636  0.106
H6 -2.2275 0.9386 -0.7074  0.061
H7 2.4045 1.3433 0.6680  -0.006
H8 -1.8482 2.1059 0.7061  0.063
H9 -0.0541 3.1331 -2.3477  0.040
H10 1.5243 2.2255 -1.8638  0.043
Se1 -0.4274 -0.0454 5.1812  0.436
C9 -0.3675 -0.0567 3.4486  -0.936
N2 -0.3185 -0.0682 2.2515  -0.052


# C9H10N4

An isolated molecule of C9H10N4 in a non-equilibrium geometry (the ωB97M-V functional and the def2-TZVPD basis, the Open Molecules 2025 dataset).

Results
Multiplicity: 1
HOMO-LUMO gap (eV): 9.34
Energy above the lowest of the compared OMol25 structures with the same formula, charge and spin (kJ/mol): 137.7

Last column: Löwdin charge in e.
Element x y z (Å)
C1 2.2584 -0.6357 -0.3845  -0.448
C2 0.4578 -0.4050 1.3619  -0.139
C3 -0.8260 0.0664 0.6098  -0.179
C4 -0.9971 1.3733 -0.0066  -0.041
C5 -2.1699 1.6827 -0.6212  -0.121
C6 -3.2198 0.7769 -0.6522  -0.070
C7 -3.0381 -0.5504 -0.0747  -0.075
C8 -1.8151 -0.9763 0.4739  -0.057
C9 4.2156 0.6874 -0.2932  -0.395
H1 0.6231 -1.5840 -1.0305  0.066
H2 2.0436 -1.8658 -1.9641  0.132
H3 2.2782 0.6543 1.2322  0.155
H4 0.4137 0.1815 2.2859  0.122
H5 0.3561 -1.5187 1.6279  0.137
H6 -0.1980 2.0730 -0.0647  0.101
H7 -2.1789 2.6430 -1.1557  0.115
H8 -4.2618 0.9674 -0.9795  0.107
H9 -3.8510 -1.2078 -0.3269  0.086
H10 -1.6724 -1.9917 0.8884  0.111
N1 1.6006 -1.6155 -1.0646  0.181
N2 1.7288 -0.0587 0.7090  0.068
N3 3.3490 -0.0956 -0.9282  0.063
N4 4.9032 1.3992 0.3575  0.081


# C9H10N4

An isolated molecule of C9H10N4 in a non-equilibrium geometry (the ωB97M-V functional and the def2-TZVPD basis, the Open Molecules 2025 dataset).

Results
Multiplicity: 1
HOMO-LUMO gap (eV): 7.99
Energy above the lowest of the compared OMol25 structures with the same formula, charge and spin (kJ/mol): 339.0

Last column: Löwdin charge in e.
Element x y z (Å)
C1 -2.6134 -1.2817 0.1564  -0.230
C2 2.1897 1.3987 0.1439  -0.023
C3 -0.4402 1.8169 0.2038  0.055
C4 2.8186 0.2260 0.0445  -0.076
C5 0.7223 1.0821 0.0517  -0.085
C6 0.6857 -0.4303 -0.0543  -0.291
C7 -1.6180 -0.4399 -0.3903  -0.286
C8 -1.7459 1.0420 0.3223  -0.320
C9 2.3032 -2.2291 -0.0170  -0.017
N1 -3.3825 -1.9811 0.5766  0.173
N2 -0.3472 -1.0850 -0.3677  0.138
N3 1.9542 -0.8479 0.0252  -0.116
N4 -2.8561 1.7276 -0.1847  0.075
H1 2.4943 2.3851 0.1927  0.077
H2 -0.6022 2.8036 0.0858  0.069
H3 3.9637 0.0472 0.1965  0.164
H4 -1.9007 -0.4119 -1.4109  0.133
H5 -1.8026 0.8581 1.4702  0.182
H6 2.8206 -2.4341 -0.9496  0.098
H7 2.6952 -2.4259 0.8910  0.054
H8 1.3475 -2.8283 -0.1428  0.112
H9 -3.0387 1.4498 -1.1222  0.082
H10 -3.6476 1.5582 0.2790  0.031


> Which of these has the highest multiplicity?

C9H10N2SeV


> What is the formula in the tenth record?

C9H10N2SeV


> Which formula does entry 12 have?

C9H10N4


> Number 9 is which compound?

C9H10N2S2